Entry 1:
Here is an isolated molecule of C3H4N2O from OMol25. Energies are from ωB97M-V/def2-TZVPD.

Positions of all 10 atoms, in Å:
H1 -0.497 0.734 -2.474
N1 -0.331 0.614 -1.481
C1 -0.660 -0.543 -1.075
N2 -0.541 -0.820 0.296
C2 0.778 -0.848 0.921
C3 0.427 0.372 0.863
O1 0.364 1.656 1.170
H2 -1.151 -1.308 -1.691
H3 1.379 -1.637 1.325
H4 0.215 1.759 2.122

Atoms 1-6, force components in eV/Å:
0.0 0.0 -0.1
0.0 -0.4 -0.3
0.1 0.3 -0.1
-0.3 1.1 0.3
0.6 0.2 0.1
-0.6 -0.7 0.1

Calculated values
SMILES string: [H]/N=C/N1C=C1O
Frontier orbital gap: 9.27 eV
Energy above the lowest of the compared OMol25 structures with the same formula, charge and spin: 487.8 kJ/mol
Total charge: 0
HOMO level: -8.6470 eV

In the Mulliken picture, each atom carries the following charge in e: 0.216 -0.545 0.085 -0.479 -0.417 0.484 -0.447 0.376 0.361 0.367

***

Entry 2:
Here is an isolated molecule of C3H4N2O from OMol25. Energies are from ωB97M-V/def2-TZVPD.

Positions of all 10 atoms, in Å:
H1 2.351 -0.123 -0.932
N1 1.470 0.038 -0.502
C1 1.231 -0.455 0.631
O1 -0.021 -0.269 1.045
C2 -0.745 0.526 -0.153
C3 -2.013 -0.152 -0.165
N2 -3.024 -0.703 -0.233
H2 1.929 -1.007 1.277
H3 -0.440 0.626 -1.223
H4 -0.749 1.529 0.253

Atoms 1-6, force components in eV/Å:
1.1 -0.3 0.2
1.1 -0.2 -0.3
0.3 0.3 -1.0
-0.5 0.8 -1.9
-0.5 -0.3 1.3
-1.5 -0.2 0.2

Calculated values
SMILES string: [H]/N=C/OCC#N
Frontier orbital gap: 11.40 eV
Energy above the lowest of the compared OMol25 structures with the same formula, charge and spin: 262.5 kJ/mol
Total charge: 0
HOMO level: -10.5638 eV

In the Mulliken picture, each atom carries the following charge in e: 0.189 -0.531 0.084 -0.357 -0.245 0.386 -0.397 0.366 0.234 0.271

***

Entry 3:
Here is an isolated molecule of C3H4N2O from OMol25. Energies are from ωB97M-V/def2-TZVPD.

Positions of all 10 atoms, in Å:
N1 1.784 -0.170 -0.328
C1 0.500 -0.393 0.102
C2 -0.504 0.441 -0.381
C3 -1.696 0.180 0.279
N2 -1.727 -0.822 1.103
O1 0.128 -1.287 0.948
H1 2.581 -0.588 0.121
H2 1.936 0.765 -0.687
H3 -0.417 1.061 -1.247
H4 -2.584 0.811 0.089

Atoms 1-6, force components in eV/Å:
0.0 -0.2 0.2
-0.4 0.4 -0.1
0.0 0.4 -0.4
0.3 -0.7 0.0
1.6 0.1 0.0
-1.7 1.0 -0.2

Calculated values
Frontier orbital gap: 8.07 eV
Energy above the lowest of the compared OMol25 structures with the same formula, charge and spin: 307.9 kJ/mol
Total charge: 0
HOMO level: -8.4132 eV

In the Mulliken picture, each atom carries the following charge in e: -0.449 0.702 -0.490 -0.124 -0.307 -0.491 0.243 0.228 0.320 0.368

***

Entry 4:
Here is an isolated molecule of C3H4N2O from OMol25. Energies are from ωB97M-V/def2-TZVPD.

Positions of all 10 atoms, in Å:
H1 2.902 -0.495 -0.263
N1 2.217 0.253 -0.182
C1 1.197 -0.192 0.402
O1 0.150 0.651 0.660
C2 -0.898 0.586 -0.280
C3 -1.972 -0.338 0.136
N2 -2.809 -1.086 0.409
H2 1.047 -1.219 0.755
H3 -0.538 0.242 -1.258
H4 -1.296 1.599 -0.379

Atoms 1-6, force components in eV/Å:
0.1 0.0 0.0
-0.3 -0.3 0.2
0.3 0.0 -0.2
0.1 0.1 0.1
-0.2 0.0 -0.2
-0.7 -0.6 0.2

Calculated values
SMILES string: [H]/N=C/OCC#N
Frontier orbital gap: 11.97 eV
Energy above the lowest of the compared OMol25 structures with the same formula, charge and spin: 185.3 kJ/mol
Total charge: 0
HOMO level: -11.2351 eV

In the Mulliken picture, each atom carries the following charge in e: 0.264 -0.549 0.073 -0.347 -0.335 0.291 -0.368 0.403 0.307 0.260

***

Entry 5:
Here is an isolated molecule of C3H4N2O from OMol25. Energies are from ωB97M-V/def2-TZVPD.

Positions of all 10 atoms, in Å:
O1 -0.573 0.481 -1.890
C1 -0.348 0.110 -0.613
C2 -1.026 -0.319 0.448
N1 -0.169 -0.450 1.565
C3 0.997 -0.158 1.180
N2 0.959 0.113 -0.221
H1 -1.483 0.753 -2.036
H2 -2.122 -0.370 0.705
H3 1.988 -0.285 1.698
H4 1.776 0.122 -0.836

Atoms 1-6, force components in eV/Å:
-0.2 -0.1 -0.3
1.5 -0.2 -0.7
-2.7 0.0 3.0
-1.9 -0.2 0.5
2.3 -0.5 -2.7
1.8 0.4 1.1

Calculated values
SMILES string: Oc1cnc[nH]1
Frontier orbital gap: 9.28 eV
Energy above the lowest of the compared OMol25 structures with the same formula, charge and spin: 109.0 kJ/mol
Total charge: 0
HOMO level: -8.6300 eV

In the Mulliken picture, each atom carries the following charge in e: -0.519 0.552 -0.475 -0.511 -0.076 -0.143 0.328 0.320 0.297 0.226

***

Entry 6:
Here is a 2-piece molecular cluster, C3H4N2O overall from OMol25. Energies are from ωB97M-V/def2-TZVPD.

Positions of all 10 atoms, in Å:
C1 -1.980 -1.639 0.481
C2 -0.049 1.176 0.029
C3 1.697 -0.273 -0.430
N1 -2.413 -0.573 0.739
N2 -0.946 1.847 -0.335
O1 0.937 0.557 0.423
H1 2.482 0.275 -0.958
H2 1.045 -0.554 -1.169
H3 2.148 -1.066 0.250
H4 -2.922 0.251 0.970

Atoms 1-6, force components in eV/Å:
-0.6 1.7 0.4
-3.9 3.3 -2.1
2.2 -0.5 1.3
0.5 -2.1 -0.3
1.7 -1.5 0.8
2.1 -0.6 2.5

Calculated values
Frontier orbital gap: 11.34 eV
Energy above the lowest of the compared OMol25 structures with the same formula, charge and spin: 338.6 kJ/mol
Total charge: 0
HOMO level: -10.6111 eV

In the Mulliken picture, each atom carries the following charge in e: -0.179 0.628 -0.604 -0.151 -0.533 -0.343 0.293 0.370 0.199 0.319

***

Entry 7:
Here is an isolated molecule of C3H4N2O from OMol25. Energies are from ωB97M-V/def2-TZVPD.

Positions of all 10 atoms, in Å:
O1 -0.280 -0.949 1.571
C1 0.309 -0.948 0.239
C2 -0.614 -0.771 -0.851
N1 -0.595 0.465 -1.300
N2 0.392 1.087 -0.578
C3 0.992 0.255 0.270
H1 -0.962 -0.270 1.396
H2 -1.306 -1.468 -1.311
H3 0.358 2.090 -0.481
H4 1.703 0.526 1.035

Atoms 1-6, force components in eV/Å:
-0.6 -1.7 0.1
-0.5 1.1 0.3
-0.2 0.2 -0.1
0.3 -0.2 -0.3
0.4 0.2 -0.3
0.0 0.5 -0.2

Calculated values
SMILES string: Oc1cn[nH]c1
Frontier orbital gap (spin up / spin down): 8.96 / 8.96 eV
Energy above the lowest of the compared OMol25 structures with the same formula, charge and spin: 389.9 kJ/mol
Total charge: 0
HOMO level (spin up / spin down): -8.5593 / -8.5600 eV

In the Mulliken picture, each atom carries the following charge in e: -0.468 0.033 -0.297 -0.638 0.192 -0.245 0.375 0.403 0.265 0.378

***

Entry 8:
Here is an isolated molecule of C3H4N2O from OMol25. Energies are from ωB97M-V/def2-TZVPD.

Positions of all 10 atoms, in Å:
C1 2.063 0.871 1.076
C2 1.088 0.281 0.438
N1 0.261 -0.413 -0.126
C3 -1.148 -0.352 -0.132
N2 -1.695 -0.591 -1.356
O1 -1.771 -0.209 0.896
H1 2.914 1.276 0.553
H2 2.037 0.905 2.156
H3 -1.109 -0.828 -2.138
H4 -2.640 -0.939 -1.366

Atoms 1-6, force components in eV/Å:
0.0 0.0 -0.1
-0.2 -0.4 -0.1
0.5 0.1 0.5
-0.2 0.0 0.2
-0.1 0.0 0.0
0.1 0.0 -0.4

Calculated values
SMILES string: C=C=NC(N)=O
Frontier orbital gap: 9.89 eV
Energy above the lowest of the compared OMol25 structures with the same formula, charge and spin: 133.2 kJ/mol
Total charge: 0
HOMO level: -9.0942 eV

In the Mulliken picture, each atom carries the following charge in e: -1.009 0.762 -0.374 0.568 -0.373 -0.557 0.257 0.242 0.234 0.250

***

Calculated values (Eh/bohr) of F_max for the records, taken in order: 0.023; 0.040; 0.037; 0.020; 0.079; 0.108; 0.035; 0.013.